1.
Formula: C31H78N3O12
Source: OMol25
Level of theory: ωB97M-V/def2-TZVPD

CARTESIAN COORDINATES (ANGSTROEM)
O (-1.9609, -1.2812, -3.4613)
O (6.1746, 2.2777, -1.0045)
O (-3.8946, -1.0224, -1.2350)
O (-0.6019, -4.3799, -0.7624)
O (-2.0742, 1.7134, 1.5420)
O (1.4420, -5.4965, 1.0611)
O (-1.4585, 4.5947, 1.5228)
O (4.7801, -2.0752, -1.0754)
O (1.3786, 4.3257, -1.5762)
O (-0.1726, 2.7033, -3.5227)
O (5.8046, 5.0804, -0.3107)
O (7.0322, -2.3759, -2.9569)
N (-2.4697, -0.0278, 4.6529)
N (-2.2367, -0.4342, 6.9441)
N (-0.7800, -1.4920, 5.4772)
C (-0.8585, -4.9702, 0.4970)
C (-2.5456, -0.1311, -4.0488)
C (6.7604, 2.9003, 0.1300)
C (-2.6461, -1.6951, -1.1687)
C (-0.9648, 2.3255, 2.1721)
C (-2.8125, 4.9009, 1.2378)
C (-6.9824, -2.3722, 1.1340)
C (-1.8048, -0.6810, 5.6855)
C (-4.4733, -0.1865, 3.1111)
C (-4.8694, -1.7252, -1.9888)
C (5.8956, 4.0335, 0.6378)
C (0.1873, 4.9072, -1.0814)
C (-8.0484, -2.7895, 2.1699)
C (-1.6239, -1.0867, -2.1019)
C (-0.2557, -5.3077, -1.7783)
C (7.8876, -2.7422, -1.8917)
C (4.5921, 5.0266, -1.0426)
C (5.8272, -3.1165, -3.0061)
C (-1.2779, 3.7349, 2.6268)
C (-1.9721, 1.6704, 0.1232)
C (5.2219, -0.7580, -0.7892)
C (0.2958, -4.7776, 1.4568)
C (-0.1969, 3.7703, -4.4546)
C (2.4341, -4.6993, 0.4387)
C (-5.8093, -0.9560, 2.9370)
C (1.1243, 2.3933, -3.0436)
C (1.3444, 2.9125, -1.6415)
C (-3.6869, -0.8163, 4.2551)
C (-6.2586, -1.0489, 1.4651)
C (4.6592, -2.3200, -2.4678)
C (6.7942, 2.6509, -2.2230)
H (-0.2409, -1.4438, 4.6269)
H (-4.4988, -1.9773, -2.9846)
H (0.5591, 2.5230, -0.9826)
H (3.7380, 5.2664, -0.4022)
H (0.2982, 4.6604, -4.0581)
H (-0.6566, -1.5656, -1.9196)
H (8.2943, -3.7479, -2.0420)
H (6.1877, 2.2440, -3.0308)
H (-0.6867, 4.5764, -1.6503)
H (4.8953, 3.6484, 0.8668)
H (-0.0024, -5.1448, 2.4459)
H (-1.7498, -4.4861, 0.9145)
H (0.0355, -4.7290, -2.6525)
H (6.8678, 2.1490, 0.9193)
H (-1.2422, 4.0003, -4.6524)
H (7.8025, 2.2303, -2.2958)
H (4.4528, -0.0226, -1.0471)
H (-3.2470, 5.5232, 2.0263)
H (-8.8613, -3.3530, 1.6969)
H (-1.1118, -5.9369, -2.0407)
H (-3.4146, 3.9958, 1.1213)
H (0.2909, 5.9857, -1.1837)
H (-1.7674, 2.6599, -0.2914)
H (3.7368, -2.8844, -2.6337)
H (4.6483, 5.7644, -1.8406)
H (-2.7636, -2.7588, -1.3945)
H (-1.5227, -0.0161, -1.8919)
H (5.9270, -4.0511, -2.4434)
H (0.2847, 3.4814, -5.3942)
H (4.4356, 4.0377, -1.4806)
H (-7.4676, -2.2676, 0.1496)
H (-2.2798, -1.6100, -0.1382)
H (0.0382, 4.6657, -0.0228)
H (-0.4369, 4.1137, 3.2161)
H (-8.4923, -1.9104, 2.6643)
H (-1.8403, 0.0834, 3.8601)
H (2.8932, -4.0054, 1.1496)
H (-5.6854, -1.9769, 3.3443)
H (5.4229, -0.6957, 0.2792)
H (6.8505, 3.7370, -2.3276)
H (7.3705, -2.7066, -0.9289)
H (-1.8271, 0.6938, -4.0943)
H (1.2217, 1.3025, -3.0298)
H (-2.8444, -0.3944, -5.0616)
H (-3.0444, 0.1766, 6.9620)
H (7.7574, 3.2747, -0.1206)
H (3.2009, -5.3765, 0.0680)
H (-7.6272, -3.4244, 2.9661)
H (-3.4277, 0.1950, -3.4899)
H (-2.1674, 3.7287, 3.2665)
H (2.0199, -4.1314, -0.3980)
H (0.5234, -3.7072, 1.5398)
H (-0.0899, 2.3366, 1.5148)
H (2.3084, 2.5405, -1.2765)
H (-0.7072, 1.7217, 3.0537)
H (-6.5696, -0.4534, 3.5499)
H (-4.3380, -0.9021, 5.1410)
H (-2.2904, -1.1747, 7.6312)
H (-4.6944, 0.8654, 3.3572)
H (-2.8229, 5.4597, 0.3046)
H (-3.8957, -0.1866, 2.1768)
H (-2.9242, 1.3066, -0.2603)
H (6.1330, -0.5141, -1.3380)
H (-6.9686, -0.2305, 1.2550)
H (-3.3898, -1.8414, 3.9700)
H (6.3248, 4.4347, 1.5609)
H (0.5771, -5.9445, -1.4706)
H (8.7105, -2.0301, -1.8823)
H (-6.2312, -3.1725, 1.0254)
H (-5.3804, -0.9325, 0.8138)
H (4.5801, -1.3748, -3.0151)
H (-1.1786, 0.9811, -0.1849)
H (1.8895, 2.7930, -3.7164)
H (-5.1667, -2.6452, -1.4726)
H (-0.4408, -2.1019, 6.2074)
H (-1.0744, -6.0375, 0.3886)
H (5.6327, -3.3693, -4.0529)
H (-5.7403, -1.0783, -2.0837)

## Properties
E	-62439.346	eV
spin multiplicity	1
ΔE to the lowest compared entry with this formula, charge and spin	79.0	kcal/mol
charge	+1
M	684.97	g mol⁻¹
HOMO-LUMO gap	7.18	eV
HOMO	-0.3869	Eh

2.
Formula: C32H35AsNOPtS
Source: OMol25
Level of theory: ωB97M-V/def2-TZVPD

CARTESIAN COORDINATES (ANGSTROEM)
Pt (-0.8335, 1.8113, 0.4326)
As (-0.1385, 0.4273, -2.0915)
S (0.6385, 3.3487, -0.4056)
O (-2.7221, 3.8303, 0.5303)
N (-1.5580, 0.4183, 1.8791)
C (3.1917, 0.6895, 2.9401)
C (2.7177, -1.7296, 0.1938)
C (1.9279, -2.6668, 0.8412)
C (0.7040, -2.7473, -4.8779)
C (-0.5829, -1.2549, 3.4601)
C (1.5652, 2.7792, -1.7954)
C (0.5531, -2.6653, 0.6456)
C (1.8694, 0.0051, 3.1643)
C (-3.3788, 1.6588, 2.9298)
C (-0.5411, -0.1034, 2.6323)
C (0.3967, -2.9631, 4.9919)
C (0.6944, -1.9734, -3.7232)
C (1.3629, 1.6000, -2.5327)
C (3.4709, 3.3029, -3.2138)
C (2.1368, -0.7928, -0.6522)
C (-2.9894, 0.3541, 2.2159)
C (0.0291, -2.3216, -6.0131)
C (0.5352, -1.7344, 4.1269)
C (2.6301, 3.6172, -2.1662)
C (-2.2306, 2.9949, -0.1832)
C (-2.6823, 2.8367, -1.6239)
C (-0.6801, -0.3563, -4.8255)
C (-0.6654, -1.1194, -5.9847)
C (-3.4598, -0.7961, 3.1201)
C (0.7617, -0.7920, -0.8577)
C (0.0075, -0.7632, -3.6833)
C (2.2258, 1.2980, -3.5889)
C (-3.7895, 0.2082, 0.9173)
C (-0.0267, -1.7294, -0.1967)
C (0.7428, 0.4945, 2.5331)
C (3.2757, 2.1312, -3.9355)
C (1.7707, -1.1159, 3.9851)
H (3.7882, -1.7136, 0.3616)
H (-3.0411, 1.8228, -1.8018)
H (-1.1038, -1.7075, -0.3202)
H (-0.1538, -2.7408, 5.9095)
H (-0.1484, -3.7538, 4.4707)
H (-3.4732, 0.9425, 0.1805)
H (-4.8583, 0.3409, 1.1036)
H (1.2452, -3.6862, -4.8894)
H (-3.0272, -0.7418, 4.1180)
H (-1.4857, -1.8325, 3.5609)
H (3.0982, 1.7722, 3.0381)
H (-1.8321, 3.0013, -2.2840)
H (3.9324, 1.8690, -4.7557)
H (2.0746, 0.3856, -4.1505)
H (2.7583, -0.0588, -1.1519)
H (-2.8655, 1.7121, 3.8936)
H (-3.4722, 3.5616, -1.8230)
H (0.8611, 1.4150, 1.9625)
H (4.2844, 3.9730, -3.4673)
H (2.6459, -1.5065, 4.4938)
H (-1.2343, 0.5773, -4.8097)
H (-1.2005, -0.7795, -6.8634)
H (2.7861, 4.5278, -1.5997)
H (-4.5444, -0.7118, 3.2242)
H (3.9451, 0.3407, 3.6484)
H (-4.4579, 1.7053, 3.1094)
H (1.3735, -3.3566, 5.2768)
H (1.2309, -2.3181, -2.8471)
H (3.5581, 0.4913, 1.9291)
H (2.3777, -3.3790, 1.5218)
H (-0.0704, -3.3779, 1.1711)
H (-3.0830, 2.5270, 2.3443)
H (-3.2458, -1.7734, 2.6838)
H (0.0399, -2.9245, -6.9129)
H (-3.6308, -0.7843, 0.4868)

## Properties
E	-112212.383	eV
spin multiplicity	1
ΔE to the lowest compared entry with this formula, charge and spin	27.0	kcal/mol
charge	-1
M	751.70	g mol⁻¹
HOMO-LUMO gap	6.47	eV
HOMO	-0.1378	Eh

3.
Formula: C4H3NO
Source: OMol25
Level of theory: ωB97M-V/def2-TZVPD

CARTESIAN COORDINATES (ANGSTROEM)
O (-2.4995, 0.6846, 1.3011)
N (-0.1521, 1.1091, -0.2287)
C (-0.9942, 2.0971, -0.0122)
C (-1.8779, 1.4626, 0.6992)
C (0.2844, 0.0237, -0.1860)
C (1.1476, -1.1142, -0.3618)
H (0.5539, -2.0212, -0.2358)
H (1.5919, -1.1247, -1.3595)
H (1.9458, -1.1171, 0.3835)

## Properties
E	-7729.703	eV
spin multiplicity	1
ΔE to the lowest compared entry with this formula, charge and spin	70.1	kcal/mol
charge	0
M	81.07	g mol⁻¹
HOMO-LUMO gap	8.51	eV
HOMO	-0.3014	Eh

4.
Formula: C4H5N3O
Source: OMol25
Level of theory: ωB97M-V/def2-TZVPD

CARTESIAN COORDINATES (ANGSTROEM)
O (-0.2171, -1.8958, 2.5212)
N (-0.9329, -0.1011, -0.4594)
N (1.3796, 0.0350, -0.0491)
N (0.9162, -0.8404, 0.7098)
C (0.3790, 1.7475, -1.5936)
C (-1.0398, -1.2892, 1.6071)
C (0.2600, 0.4872, -0.7875)
C (-0.4419, -0.9272, 0.4195)
H (1.0505, 1.6140, -2.7002)
H (0.4188, 2.8352, -1.0830)
H (-2.1029, -1.5265, 1.5575)
H (0.8138, -1.8676, 2.2052)
H (-0.4833, 1.7288, -2.3475)

## Properties
E	-10742.501	eV
spin multiplicity	1
ΔE to the lowest compared entry with this formula, charge and spin	117.9	kcal/mol
charge	0
M	111.10	g mol⁻¹
HOMO-LUMO gap	8.19	eV
HOMO	-0.3428	Eh

5.
Formula: C9H15P3
Source: OMol25
Level of theory: ωB97M-V/def2-TZVPD

CARTESIAN COORDINATES (ANGSTROEM)
P (-1.8370, -1.9368, -0.0160)
P (1.6706, 0.8136, 0.6325)
P (1.0623, -2.9059, 0.2610)
C (2.6099, 1.2199, -2.0790)
C (-3.6731, 0.2240, -0.1387)
C (2.6258, -0.2406, 1.7419)
C (-1.1215, 0.6485, -0.0187)
C (0.1263, -0.1670, 0.2991)
C (-2.2246, -0.1570, 0.0267)
C (-1.1877, 2.1204, -0.2786)
C (2.3395, 0.3383, -1.1344)
C (-0.0521, -1.4765, 0.2808)
H (3.0216, 0.9781, -3.1419)
H (-0.1400, 2.4668, -0.2221)
H (2.8334, -1.2391, 1.4533)
H (3.6133, 0.1631, 1.9825)
H (-1.9402, -2.1073, 1.3331)
H (2.5353, -0.7151, -1.1575)
H (2.4438, 2.2841, -1.9067)
H (1.3900, -2.6993, -1.1368)
H (2.0928, -0.1447, 2.7168)
H (-1.4905, 2.1638, -1.2634)
H (-3.9967, 0.3720, -1.1962)
H (0.0651, -3.8301, -0.1314)
H (-3.8669, 1.0732, 0.4929)
H (-1.8752, 2.7845, 0.3128)
H (-4.3418, -0.4431, 0.3522)

## Properties
E	-37439.187	eV
SMILES string	C=CP(C)C1=C(C)C(C)=[PH]=C1P
spin multiplicity	1
ΔE to the lowest compared entry with this formula, charge and spin	13.8	kcal/mol
charge	0
M	216.14	g mol⁻¹
HOMO-LUMO gap	8.85	eV
HOMO	-0.3013	Eh